# 1
This record from the OMol25 dataset describes one molecule with the formula C11H17O2P at a distorted geometry. The level of theory is the ωB97M-V functional and the def2-TZVPD basis.

Molecular weight, g mol⁻¹: 212.2
HOMO-LUMO gap, eV: 9.17
ΔE to the lowest compared entry with this formula, charge and spin, eV: 4.261
Net charge: 0
DFT total energy, Eh: -921.1086
Maximum force, Eh/bohr: 0.0651

Each line ends with the Mulliken charge.
CARTESIAN COORDINATES (ANGSTROEM)
1 C -1.254 -0.582 2.047  -1.543
2 C -1.855 0.177 0.808  1.586
3 C -2.527 1.495 1.164  -1.451
4 C -2.735 -0.655 -0.136  -1.693
5 P -0.539 0.811 -0.431  -0.417
6 O 0.468 1.482 0.698  -0.280
7 C 1.598 2.360 0.554  -0.234
8 O 1.414 3.313 -0.506  -0.550
9 C 0.602 -0.586 -0.892  0.674
10 C 1.556 -0.925 0.083  -0.082
11 C 2.666 -1.618 -0.332  -0.562
12 C 2.816 -2.041 -1.593  -0.473
13 C 1.773 -1.884 -2.473  -0.563
14 C 0.710 -1.061 -2.144  -0.339
15 H -1.299 -1.579 1.751  0.462
16 H -0.165 -0.331 2.185  0.198
17 H -1.923 -0.520 2.861  0.493
18 H -3.395 1.208 1.815  0.412
19 H -2.782 2.057 0.209  0.368
20 H -1.870 2.332 1.640  0.262
21 H -2.729 -0.099 -1.095  0.472
22 H -2.292 -1.537 -0.482  0.511
23 H -3.737 -0.891 0.290  0.352
24 H 2.507 1.849 0.460  0.283
25 H 1.627 2.985 1.427  0.273
26 H 1.291 2.711 -1.340  0.369
27 H 1.199 -0.867 1.095  0.037
28 H 3.537 -1.851 0.301  0.293
29 H 3.778 -2.561 -1.723  0.321
30 H 1.661 -2.312 -3.412  0.438
31 H -0.101 -0.881 -2.830  0.382

# 2
This record from the OMol25 dataset describes a 2-piece molecular cluster, C11H18 overall at a distorted geometry. The level of theory is the ωB97M-V functional and the def2-TZVPD basis.

Molecular weight, g mol⁻¹: 150.3
HOMO-LUMO gap, eV: 9.97
ΔE to the lowest compared entry with this formula, charge and spin, eV: 1.239
Net charge: 0
DFT total energy, Eh: -429.8951
Maximum force, Eh/bohr: 0.0795

Each line ends with the Mulliken charge.
CARTESIAN COORDINATES (ANGSTROEM)
1 C -1.387 -0.950 -2.353  -1.417
2 C -0.985 -1.439 -0.994  0.827
3 C 0.300 -1.936 -0.750  -0.325
4 C 0.606 -2.366 0.538  -0.414
5 C -0.398 -2.599 1.486  -0.631
6 C -1.638 -2.025 1.240  -0.393
7 C -1.975 -1.520 -0.009  -0.372
8 H -0.961 0.047 -2.404  0.313
9 H -2.471 -0.864 -2.463  0.343
10 H -0.993 -1.495 -3.232  0.362
11 H 1.080 -1.908 -1.474  0.424
12 H 1.628 -2.551 0.837  0.387
13 H -0.172 -3.136 2.402  0.357
14 H -2.307 -2.176 2.105  0.304
15 H -2.944 -1.009 -0.038  0.293
16 C -0.554 2.030 0.154  -0.842
17 C 0.994 2.222 0.422  0.937
18 C 1.405 1.517 1.656  -1.328
19 C 1.771 1.910 -0.834  -1.037
20 H -1.037 2.130 1.142  0.350
21 H -0.606 1.044 -0.311  -0.254
22 H -1.051 2.659 -0.574  0.368
23 H 1.152 3.353 0.634  0.172
24 H 1.021 0.461 1.764  0.107
25 H 2.468 1.432 1.793  0.423
26 H 0.909 1.890 2.608  0.355
27 H 2.124 2.740 -1.448  0.320
28 H 2.770 1.401 -0.521  0.272
29 H 1.250 1.137 -1.374  0.098

# 3
This record from the OMol25 dataset describes a 2-piece molecular cluster, C11H18 overall at a distorted geometry. The level of theory is the ωB97M-V functional and the def2-TZVPD basis.

Molecular weight, g mol⁻¹: 150.3
HOMO-LUMO gap, eV: 10.08
ΔE to the lowest compared entry with this formula, charge and spin, eV: 0.555
Net charge: 0
DFT total energy, Eh: -429.9202
Maximum force, Eh/bohr: 0.0262

Each line ends with the Mulliken charge.
CARTESIAN COORDINATES (ANGSTROEM)
1 C -2.281 -1.046 -0.813  -1.250
2 C -1.591 0.156 -1.444  1.012
3 C -2.288 1.329 -1.668  -0.610
4 C -1.657 2.406 -2.295  -0.405
5 C -0.371 2.269 -2.770  -0.572
6 C 0.315 1.070 -2.558  -0.393
7 C -0.290 0.007 -1.919  -0.423
8 H -1.783 -1.309 0.123  0.163
9 H -2.202 -1.864 -1.527  0.330
10 H -3.309 -0.843 -0.537  0.368
11 H -3.350 1.383 -1.466  0.325
12 H -2.163 3.357 -2.395  0.377
13 H 0.078 3.019 -3.410  0.365
14 H 1.333 1.000 -2.936  0.385
15 H 0.264 -0.918 -1.836  0.323
16 C 1.686 -1.903 1.183  -1.515
17 C 0.959 -0.762 1.910  1.133
18 C 1.322 -0.819 3.429  -1.159
19 C 1.352 0.620 1.288  -1.171
20 H 2.766 -1.755 1.202  0.391
21 H 1.336 -2.002 0.152  0.262
22 H 1.464 -2.834 1.723  0.429
23 H -0.111 -0.870 1.800  -0.093
24 H 1.873 -1.742 3.611  0.296
25 H 1.885 0.075 3.685  0.274
26 H 0.436 -0.843 4.072  0.317
27 H 1.923 1.206 1.999  0.428
28 H 1.982 0.516 0.402  0.243
29 H 0.422 1.099 0.994  0.170

# 4
This record from the OMol25 dataset describes a 2-piece molecular cluster, C11H18 overall at a distorted geometry. The level of theory is the ωB97M-V functional and the def2-TZVPD basis.

Molecular weight, g mol⁻¹: 150.3
HOMO-LUMO gap, eV: 9.17
ΔE to the lowest compared entry with this formula, charge and spin, eV: 4.394
Net charge: 0
DFT total energy, Eh: -429.7791
Maximum force, Eh/bohr: 0.0914

Each line ends with the Mulliken charge.
CARTESIAN COORDINATES (ANGSTROEM)
1 C 1.124 1.494 -0.132  -1.906
2 C 1.537 0.028 0.081  2.557
3 C 2.844 -0.293 -0.654  -1.461
4 C 0.404 -0.954 -0.252  -1.712
5 C 1.970 -0.138 1.575  -1.427
6 H 1.970 2.247 -0.104  0.418
7 H 0.732 1.511 -1.164  0.343
8 H 0.287 1.672 0.443  0.512
9 H 3.015 -1.423 -0.796  0.360
10 H 2.980 0.046 -1.855  0.254
11 H 3.781 0.092 0.052  0.287
12 H 0.770 -2.059 -0.376  0.233
13 H -0.029 -0.794 -1.264  0.300
14 H -0.242 -1.036 0.606  0.313
15 H 0.908 -0.427 2.111  0.294
16 H 2.525 -1.088 1.720  0.403
17 H 2.458 0.889 2.080  0.282
18 C -2.501 -1.300 0.191  -0.496
19 C -1.741 -1.020 -0.939  -0.416
20 C -1.489 0.302 -1.304  -0.310
21 C -2.007 1.340 -0.539  -0.882
22 C -2.771 1.060 0.592  -0.337
23 C -3.016 -0.261 0.957  -0.426
24 H -2.688 -2.330 0.478  0.360
25 H -1.349 -1.838 -1.538  0.463
26 H -0.892 0.519 -2.187  0.793
27 H -1.803 2.372 -0.817  0.439
28 H -3.172 1.873 1.191  0.381
29 H -3.604 -0.485 1.843  0.382